Entry from the OMol25 dataset: C44H68N5O6SSn as an isolated structure (ωB97M-V/def2-TZVPD).

Cartesian coordinates (Å):
Sn 0.696 0.385 0.391
C -3.805 0.441 6.877
C -3.536 1.392 5.708
C -2.762 2.609 6.241
C -4.886 1.854 5.141
C -2.712 0.737 4.600
C -2.421 1.429 3.469
C -1.631 0.843 2.445
N -1.256 1.400 1.299
C -1.381 2.630 0.791
C -1.625 3.834 1.503
C -1.622 5.030 0.857
C -1.475 5.028 -0.569
C -1.210 3.925 -1.331
C -1.075 2.663 -0.640
O -0.711 1.587 -1.210
C -1.104 3.994 -2.857
C 0.285 3.550 -3.344
C -2.185 3.084 -3.470
C -1.340 5.413 -3.375
C -1.707 6.329 1.660
C -0.434 6.446 2.516
C -2.938 6.298 2.577
C -1.803 7.565 0.764
C -1.182 -0.542 2.557
O -0.543 -1.067 1.573
C -1.485 -1.260 3.768
C -2.212 -0.600 4.718
C -1.019 -2.704 3.974
C -1.596 -3.612 2.873
C -1.496 -3.262 5.316
C 0.516 -2.756 3.964
H -4.403 0.958 7.628
H -2.880 0.118 7.360
H -4.364 -0.444 6.561
H -3.309 3.071 7.066
H -2.623 3.364 5.463
H -1.774 2.316 6.603
H -5.487 2.304 5.934
H -5.444 1.012 4.725
H -4.762 2.601 4.355
H -2.819 2.421 3.321
H -1.691 3.796 2.581
H -1.566 5.979 -1.073
H 0.544 2.562 -2.968
H 1.052 4.260 -3.028
H 0.295 3.521 -4.437
H -2.051 2.048 -3.163
H -2.134 3.132 -4.561
H -3.181 3.410 -3.162
H -0.602 6.118 -2.982
H -2.339 5.778 -3.127
H -1.247 5.413 -4.462
H -0.335 5.610 3.211
H -0.456 7.372 3.096
H 0.458 6.463 1.883
H -2.889 5.477 3.296
H -3.856 6.189 1.995
H -3.001 7.229 3.145
H -0.928 7.670 0.119
H -1.855 8.457 1.391
H -2.700 7.546 0.139
H -2.451 -1.133 5.626
H -2.688 -3.565 2.869
H -1.304 -4.648 3.062
H -1.243 -3.319 1.887
H -2.587 -3.272 5.392
H -1.091 -2.697 6.158
H -1.148 -4.292 5.415
H 0.937 -2.363 3.041
H 0.853 -3.790 4.088
H 0.917 -2.174 4.798
N 0.968 -3.078 -0.443
C 1.280 -3.647 -1.789
C 2.384 -2.861 -2.499
C 1.984 -1.487 -3.059
N 1.882 -0.461 -2.006
C 0.654 -1.576 -3.824
C -0.489 -2.291 -3.093
N -1.006 -1.499 -1.948
C 0.005 -3.686 -2.648
H 1.787 -2.650 0.062
H 0.560 -3.770 0.182
H 0.246 -2.331 -0.601
H 1.641 -4.658 -1.607
H 2.691 -3.478 -3.347
H 3.253 -2.767 -1.843
H 2.756 -1.204 -3.782
H 1.604 0.419 -2.436
H 2.781 -0.289 -1.551
H 0.834 -2.125 -4.751
H 0.334 -0.569 -4.117
H -1.293 -2.442 -3.818
H -1.952 -1.790 -1.717
H -1.057 -0.508 -2.173
H 0.237 -4.252 -3.553
H -0.789 -4.235 -2.131
C 3.949 6.037 -1.302
C 3.539 5.177 -0.138
C 4.432 4.869 0.882
C 4.069 4.037 1.931
C 2.791 3.501 1.954
C 1.867 3.828 0.967
C 2.243 4.667 -0.063
S 2.283 2.391 3.220
O 1.676 3.076 4.323
O 1.454 1.362 2.597
N 3.683 1.771 3.751
C 4.551 0.893 2.932
C 3.959 -0.458 2.535
C 3.276 -0.469 1.164
O 2.482 -1.448 0.957
O 3.459 0.463 0.359
H 5.009 6.280 -1.263
H 3.385 6.972 -1.319
H 3.752 5.519 -2.242
H 5.432 5.287 0.860
H 4.765 3.821 2.729
H 0.847 3.466 1.032
H 1.513 4.934 -0.818
H 3.580 1.523 4.729
H 5.458 0.772 3.521
H 4.815 1.426 2.022
H 3.226 -0.796 3.270
H 4.737 -1.222 2.506

Computed properties:
Kohn-Sham gap (spin up / spin down): 5.70 / 5.74 eV
net charge: +1
LUMO level (spin up / spin down): -3.996 / -3.952 eV
HOMO (spin up / spin down): -0.356 / -0.356 Eh


Entry from the OMol25 dataset: C11H14BF3N6Ni as an isolated structure (ωB97M-V/def2-TZVPD).

Cartesian coordinates (Å):
C -1.193 -1.274 2.594
N -0.825 -0.832 1.364
N -1.447 -1.646 0.415
C -2.075 -2.641 1.069
C -1.965 -2.430 2.447
B -1.267 -1.345 -1.131
N -1.588 0.181 -1.283
N -0.944 1.085 -0.428
C -1.342 2.330 -0.791
C -2.204 2.240 -1.892
C -2.331 0.876 -2.174
Ni 0.477 0.404 0.820
N 0.281 -1.448 -1.385
N 1.142 -0.642 -0.611
C 2.398 -0.803 -1.082
C 2.380 -1.737 -2.128
C 1.036 -2.128 -2.276
H 3.217 -0.237 -0.644
H 0.584 -2.855 -2.934
H 3.252 -2.060 -2.674
H -1.943 -2.057 -1.802
H -2.855 0.373 -2.966
H -2.509 -3.458 0.513
H -2.643 3.080 -2.403
H -2.375 -3.021 3.245
H -0.990 3.200 -0.253
H -0.923 -0.714 3.482
H 1.577 2.382 -0.038
C 1.656 3.331 0.492
H 1.484 4.144 -0.228
H 0.888 3.363 1.272
H 2.638 3.396 0.958
F 2.240 -1.044 2.532
C 1.855 0.272 2.299
F 1.291 0.724 3.486
F 3.025 0.992 2.137

Computed properties:
Kohn-Sham gap (spin up / spin down): 5.11 / 2.91 eV
net charge: +2
LUMO level (spin up / spin down): -11.066 / -12.637 eV
HOMO (spin up / spin down): -0.595 / -0.571 Eh
spin multiplicity: 3


Entry from the OMol25 dataset: C2H4ClN2P as an isolated structure (ωB97M-V/def2-TZVPD).

Cartesian coordinates (Å):
C 0.813 -0.298 -0.630
C 0.619 0.498 0.717
N -0.503 -0.768 -1.149
N -0.820 0.594 1.078
P -1.508 -0.169 -0.111
Cl -3.385 -0.478 -0.229
H 1.285 0.457 -1.225
H 1.432 -1.256 -0.630
H 1.054 0.010 1.466
H 1.012 1.411 0.714

Computed properties:
Kohn-Sham gap: 8.80 eV
LUMO level: 0.126 eV
HOMO: -0.319 Eh


Entry from the OMol25 dataset: an isolated ion of composition C8H11FN and charge +1 (ωB97M-V/def2-TZVPD).

Cartesian coordinates (Å):
C -1.322 -0.610 -0.474
C -0.170 -1.060 -0.813
C -1.191 1.934 -0.093
C -1.811 0.738 -0.058
C 1.174 -0.438 -0.637
C 1.752 0.211 0.619
C 1.474 0.990 -0.553
C -3.241 0.833 0.424
N 3.175 -0.070 1.021
F 2.458 1.675 -1.176
H -2.117 -1.238 -0.701
H -0.156 -2.100 -1.184
H -1.173 2.981 -0.177
H 2.062 -0.889 -1.141
H 1.085 0.227 1.439
H -3.608 1.768 0.653
H -3.323 0.125 1.334
H -3.826 0.136 -0.266
H 3.221 -1.084 1.173
H 3.653 0.489 1.748
H 3.745 0.123 0.108

Computed properties:
Kohn-Sham gap (spin up / spin down): 7.37 / 8.73 eV
net charge: +1
LUMO level (spin up / spin down): -4.199 / -3.651 eV
HOMO (spin up / spin down): -0.425 / -0.455 Eh


Entry from the OMol25 dataset: a 2-piece molecular cluster, C4H12OS2 overall (ωB97M-V/def2-TZVPD).

Cartesian coordinates (Å):
C -0.368 1.495 -1.588
C -0.335 2.467 -0.319
S 0.174 1.792 1.327
S -0.818 -0.019 1.485
C 0.245 -1.119 0.565
C 0.263 -2.586 0.911
H -0.051 1.927 -2.483
H -1.283 0.927 -1.895
H 0.272 0.639 -1.325
H -1.359 2.750 -0.229
H 0.268 3.455 -0.489
H -0.095 -1.013 -0.428
H 1.261 -0.673 0.612
H 1.130 -3.063 0.483
H -0.726 -3.029 0.622
H 0.323 -2.670 1.981
O 1.219 -2.987 -3.873
H 0.584 -2.389 -3.528
H 1.393 -2.876 -4.741

Computed properties:
Kohn-Sham gap: 9.37 eV
structure (SMILES): CCSSCC.O
LUMO level: 0.528 eV
HOMO: -0.325 Eh


Entry from the OMol25 dataset: a 2-piece molecular cluster, C3H9NO2 overall (ωB97M-V/def2-TZVPD).

Cartesian coordinates (Å):
C 0.070 -1.957 1.685
C -0.696 -0.681 1.400
N -2.083 -0.895 1.359
O -0.253 0.391 1.088
H -0.127 -2.144 2.756
H 1.127 -1.760 1.524
H -0.340 -2.828 1.191
H -2.643 -0.057 1.331
H -2.552 -1.778 1.275
C 1.366 1.761 -2.586
O 1.443 2.704 -1.522
H 2.416 1.608 -2.857
H 1.082 0.753 -2.259
H 0.619 2.140 -3.269
H 0.571 2.742 -1.116

Computed properties:
Kohn-Sham gap: 10.72 eV
structure (SMILES): CC(N)=O.CO
LUMO level: 0.773 eV
HOMO: -0.366 Eh